This record from the Open Molecules 2025 dataset describes a 10-piece molecular cluster, C54H99F2N19O4S2 overall. The level of theory is ωB97M-V with the def2-TZVPD basis set.

Values from the calculation:
LUMO level = -14.372 eV
ΔE to the lowest compared entry with this formula, charge and spin = 0.0 kJ/mol
Net charge = +8
E_tot = -4451.15293 Ha
HOMO level = -23.2 eV
Frontier orbital gap = 8.9 eV

Bonds (Å) are listed after each position.
CARTESIAN COORDINATES (ANGSTROEM)
1 C 21.81230 10.62261 -1.29853  C2 1.510, H9 1.092, H10 1.092, H11 1.089
2 C 20.50979 9.95974 -1.67904  C1 1.510, N3 1.481, H12 1.089, H13 1.090
3 N 19.41591 10.93967 -1.87391  C2 1.481, C4 1.379, C7 1.325
4 C 18.07166 10.63759 -1.82394  N3 1.379, C5 1.350, H14 1.078
5 C 17.38233 11.72341 -2.23556  C4 1.350, N6 1.381, H15 1.075
6 N 18.31353 12.69976 -2.52790  C5 1.381, C7 1.333, C8 1.481
7 C 19.51860 12.20936 -2.23766  N3 1.325, N6 1.333, H16 1.076
8 C 18.01361 14.00253 -3.16442  N6 1.481, H17 1.085, H18 1.089, H19 1.084
9 H 21.70028 11.13031 -0.33878  C1 1.092
10 H 22.19395 11.34071 -2.02668  C1 1.092
11 H 22.60863 9.89239 -1.16515  C1 1.089
12 H 20.17005 9.28193 -0.89740  C2 1.089
13 H 20.55325 9.38926 -2.60735  C2 1.090
14 H 17.71641 9.66173 -1.53607  C4 1.078
15 H 16.34432 11.89305 -2.45990  C5 1.075
16 H 20.42218 12.73750 -2.48728  C7 1.076
17 H 18.91852 14.59852 -3.21485  C8 1.085
18 H 17.35645 14.52284 -2.46866  C8 1.089
19 H 17.51905 13.79805 -4.10705  C8 1.084
20 C 15.22282 15.91379 0.69574  C21 1.518, H28 1.087, H29 1.095, H30 1.088
21 C 14.36869 17.16600 0.77374  C20 1.518, N22 1.461, H31 1.095, H32 1.090
22 N 13.15369 17.18461 -0.03770  C21 1.461, C23 1.377, C26 1.341
23 C 13.09065 17.17328 -1.41322  N22 1.377, C24 1.350, H33 1.078
24 C 11.82552 16.85919 -1.76310  C23 1.350, N25 1.374, H34 1.075
25 N 11.11077 16.77353 -0.59229  C24 1.374, C26 1.329, C27 1.468
26 C 11.94215 16.86464 0.44076  N22 1.341, N25 1.329, H35 1.079
27 C 9.65524 16.60651 -0.50437  N25 1.468, H36 1.086, H37 1.090, H38 1.087
28 H 15.51078 15.65393 -0.31967  C20 1.087
29 H 14.60583 15.10018 1.09240  C20 1.095
30 H 16.01953 15.98174 1.43316  C20 1.088
31 H 14.93894 18.04847 0.46419  C21 1.095
32 H 14.07189 17.46261 1.77991  C21 1.090
33 H 14.02780 17.34295 -1.91814  C23 1.078
34 H 11.40763 16.80438 -2.75225  C24 1.075
35 H 11.68515 16.77129 1.48415  C26 1.079
36 H 9.28636 16.41026 0.49772  C27 1.086
37 H 9.35369 15.73455 -1.08560  C27 1.090
38 H 9.19897 17.48040 -0.96184  C27 1.087
39 C 14.05632 17.89245 -11.05321  C40 1.514, H47 1.093, H48 1.084, H49 1.092
40 C 14.90399 16.98560 -10.18708  C39 1.514, N41 1.483, H50 1.091, H51 1.089
41 N 16.32337 16.97753 -10.61587  C40 1.483, C42 1.372, C45 1.339
42 C 17.41825 17.45165 -9.93815  N41 1.372, C43 1.351, H52 1.077
43 C 18.50068 17.31224 -10.73485  C42 1.351, N44 1.378, H53 1.076
44 N 18.02069 16.91888 -11.96533  C43 1.378, C45 1.323, C46 1.480
45 C 16.74042 16.61047 -11.83470  N41 1.339, N44 1.323, H54 1.079
46 C 18.81892 16.62144 -13.17533  N44 1.480, H55 1.089, H56 1.088, H57 1.084
47 H 13.01671 17.64631 -10.82372  C39 1.093
48 H 14.23163 17.87235 -12.12298  C39 1.084
49 H 14.13821 18.89936 -10.63943  C39 1.092
50 H 14.57138 15.94664 -10.17962  C40 1.091
51 H 14.91055 17.19677 -9.11911  C40 1.089
52 H 17.36686 17.80104 -8.92101  C42 1.077
53 H 19.53046 17.58783 -10.58999  C43 1.076
54 H 16.06229 16.30092 -12.61529  C45 1.079
55 H 19.73782 16.13867 -12.84689  C46 1.089
56 H 19.11499 17.55682 -13.64652  C46 1.088
57 H 18.23494 15.99548 -13.84051  C46 1.084
58 C 17.67445 21.08139 -12.48644  C59 1.524, H66 1.093, H67 1.089, H68 1.094
59 C 17.11109 22.16499 -11.57444  C58 1.524, N60 1.450, H69 1.094, H70 1.089
60 N 16.45781 21.64127 -10.39006  C59 1.450, C61 1.384, C64 1.325
61 C 17.02802 20.91768 -9.35699  N60 1.384, C62 1.354, H71 1.076
62 C 16.04800 20.43802 -8.55584  C61 1.354, N63 1.399, H72 1.095
63 N 14.84464 20.92901 -9.07393  C62 1.399, C64 1.325, C65 1.448
64 C 15.14953 21.51042 -10.22541  N60 1.325, N63 1.325, H73 1.082
65 C 13.51830 20.68449 -8.54587  N63 1.448, H74 1.091, H75 1.089, H76 1.087
66 H 18.43672 20.46654 -12.00028  C58 1.093
67 H 18.05737 21.53074 -13.40128  C58 1.089
68 H 16.90972 20.38094 -12.83519  C58 1.094
69 H 16.37306 22.61377 -12.24513  C59 1.094
70 H 17.81480 22.97923 -11.40938  C59 1.089
71 H 18.08304 20.72045 -9.27462  C61 1.076
72 H 16.08437 19.74598 -7.70829  C62 1.095
73 H 14.41676 22.01954 -10.83784  C64 1.082
74 H 12.80742 20.87206 -9.35259  C65 1.091
75 H 13.28389 21.40403 -7.76338  C65 1.089
76 H 13.33722 19.66649 -8.20992  C65 1.087
77 C 15.13681 22.78985 -2.79734  C78 1.521, H85 1.087, H86 1.094, H87 1.092
78 C 14.71338 22.64345 -4.25093  C77 1.521, N79 1.483, H88 1.085, H89 1.091
79 N 13.41568 21.92923 -4.32098  C78 1.483, C80 1.404, C83 1.340
80 C 13.13934 20.63342 -4.78404  N79 1.404, C81 1.360, H90 1.092
81 C 11.78364 20.56622 -4.87227  C80 1.360, N82 1.373, H91 1.077
82 N 11.24956 21.74811 -4.42249  C81 1.373, C83 1.319, C84 1.467
83 C 12.24699 22.47404 -3.95507  N79 1.340, N82 1.319, H92 1.080
84 C 9.81198 22.04251 -4.42690  N82 1.467, H93 1.083, H94 1.092, H95 1.088
85 H 15.35107 21.89547 -2.21704  C77 1.087
86 H 14.36558 23.33480 -2.24459  C77 1.094
87 H 15.95923 23.49915 -2.68075  C77 1.092
88 H 15.44085 22.18025 -4.90907  C78 1.085
89 H 14.42531 23.61940 -4.64535  C78 1.091
90 H 13.85218 19.86390 -5.08733  C80 1.092
91 H 11.15001 19.83393 -5.34448  C81 1.077
92 H 12.20874 23.48105 -3.56595  C83 1.080
93 H 9.37894 21.84298 -5.39935  C84 1.083
94 H 9.76175 23.10622 -4.18417  C84 1.092
95 H 9.28893 21.60480 -3.57862  C84 1.088
96 C 19.97124 17.43249 -1.67407  C97 1.517, H104 1.092, H105 1.093, H106 1.089
97 C 21.37856 17.99929 -1.68482  C96 1.517, N98 1.470, H107 1.088, H108 1.091
98 N 21.78632 18.49910 -3.00542  C97 1.470, C99 1.374, C102 1.321
99 C 21.36688 19.61210 -3.69302  N98 1.374, C100 1.353, H109 1.075
100 C 21.99519 19.56639 -4.88988  C99 1.353, N101 1.380, H110 1.078
101 N 22.76769 18.42422 -4.94076  C100 1.380, C102 1.332, C103 1.456
102 C 22.68424 17.86253 -3.73582  N98 1.321, N101 1.332, H111 1.079
103 C 23.50871 17.84410 -6.05184  N101 1.456, H112 1.092, H113 1.086, H114 1.087
104 H 19.67720 17.20130 -0.64830  C96 1.092
105 H 19.90370 16.44096 -2.13015  C96 1.093
106 H 19.20761 18.07967 -2.10224  C96 1.089
107 H 22.13308 17.30210 -1.32669  C97 1.088
108 H 21.44976 18.84222 -0.99506  C97 1.091
109 H 20.60785 20.26606 -3.30390  C99 1.075
110 H 21.95336 20.09392 -5.82875  C100 1.078
111 H 23.32006 17.05320 -3.41260  C102 1.079
112 H 24.49473 18.31098 -6.08914  C103 1.092
113 H 23.01104 17.97020 -7.00848  C103 1.086
114 H 23.70647 16.79128 -5.86768  C103 1.087
115 C 17.80124 23.69915 -5.20106  C116 1.528, H123 1.089, H124 1.091, H125 1.095
116 C 17.75738 25.19946 -4.91539  C115 1.528, N117 1.465, H126 1.089, H127 1.089
117 N 18.22690 26.03893 -6.02091  C116 1.465, C118 1.365, C121 1.343
118 C 17.57448 26.42086 -7.15684  N117 1.365, C119 1.355, H128 1.077
119 C 18.40824 27.14777 -7.93868  C118 1.355, N120 1.379, H129 1.076
120 N 19.61187 27.11780 -7.26680  C119 1.379, C121 1.321, C122 1.476
121 C 19.49724 26.46214 -6.12564  N117 1.343, N120 1.321, H130 1.078
122 C 20.85483 27.75944 -7.73888  N120 1.476, H131 1.085, H132 1.088, H133 1.089
123 H 17.49830 23.16973 -4.29831  C115 1.089
124 H 18.77376 23.29854 -5.48999  C115 1.091
125 H 17.11098 23.44256 -6.01108  C115 1.095
126 H 18.41082 25.45129 -4.08120  C116 1.089
127 H 16.74722 25.50427 -4.64633  C116 1.089
128 H 16.57391 26.07998 -7.36294  C118 1.077
129 H 18.25644 27.71730 -8.83895  C119 1.076
130 H 20.36616 26.26320 -5.51971  C121 1.078
131 H 21.37383 27.07911 -8.40627  C122 1.085
132 H 21.44597 28.08987 -6.88753  C122 1.088
133 H 20.64195 28.69438 -8.25496  C122 1.089
134 C 12.70601 14.37643 -8.05786  C135 1.530, H142 1.091, H143 1.089, H144 1.092
135 C 13.89748 13.42503 -8.19037  C134 1.530, N136 1.463, H145 1.088, H146 1.092
136 N 13.44532 12.03343 -8.17130  C135 1.463, C137 1.376, C140 1.332
137 C 12.57424 11.52086 -9.10500  N136 1.376, C138 1.349, H147 1.075
138 C 12.32950 10.25223 -8.71541  C137 1.349, N139 1.364, H148 1.079
139 N 12.99618 10.01475 -7.54922  C138 1.364, C140 1.339, C141 1.455
140 C 13.70064 11.11169 -7.24377  N136 1.332, N139 1.339, H149 1.075
141 C 12.98812 8.74646 -6.83580  N139 1.455, H150 1.085, H151 1.090, H152 1.090
142 H 12.86849 15.34487 -8.53326  C134 1.091
143 H 12.40470 14.59363 -7.03421  C134 1.089
144 H 11.80580 14.05872 -8.58729  C134 1.092
145 H 14.65402 13.60613 -7.43038  C135 1.088
146 H 14.37348 13.64942 -9.14738  C135 1.092
147 H 12.21770 12.03991 -9.97654  C137 1.075
148 H 11.77777 9.50386 -9.26259  C138 1.079
149 H 14.22069 11.27077 -6.31643  C140 1.075
150 H 13.15778 8.83512 -5.76750  C141 1.085
151 H 13.69347 8.06407 -7.31091  C141 1.090
152 H 12.03296 8.23455 -6.95196  C141 1.090
153 C 19.15504 14.74304 -7.02064  C154 1.544, H161 1.088, H162 1.095, H163 1.091
154 C 20.10298 13.63449 -7.52666  C153 1.544, N155 1.466, H164 1.087, H165 1.089
155 N 21.24763 14.10385 -8.31293  C154 1.466, C156 1.369, C159 1.345
156 C 22.37203 14.70794 -7.81777  N155 1.369, C157 1.351, H166 1.077
157 C 23.23914 14.94141 -8.82712  C156 1.351, N158 1.375, H167 1.077
158 N 22.54796 14.63202 -9.97432  C157 1.375, C159 1.333, C160 1.465
159 C 21.38127 14.07525 -9.65110  N155 1.345, N158 1.333, H168 1.077
160 C 23.03396 14.85786 -11.33752  N158 1.465, H169 1.093, H170 1.087, H171 1.087
161 H 19.65389 15.43383 -6.34360  C153 1.088
162 H 18.40338 14.25028 -6.39499  C153 1.095
163 H 18.49613 15.19660 -7.76230  C153 1.091
164 H 19.48444 12.90468 -8.04307  C154 1.087
165 H 20.49687 13.14254 -6.63892  C154 1.089
166 H 22.42836 14.84240 -6.75079  C156 1.077
167 H 24.18731 15.44703 -8.75409  C157 1.077
168 H 20.69784 13.57086 -10.31396  C159 1.077
169 H 22.35073 14.35645 -12.02823  C160 1.093
170 H 23.99516 14.39003 -11.53202  C160 1.087
171 H 22.95837 15.89962 -11.63881  C160 1.087
172 N 15.93105 18.38882 -5.79772  S173 1.682, S177 1.611
173 S 14.82342 17.13327 -5.63722  N172 1.682, O174 1.420, O175 1.439, F176 1.629, S177 2.349
174 O 13.96996 17.24961 -4.50875  S173 1.420
175 O 15.10105 15.87518 -6.27747  S173 1.439
176 F 13.91497 17.65218 -6.88579  S173 1.629
177 S 16.79478 17.82135 -4.56187  N172 1.611, S173 2.349, O178 1.444, O179 1.425, F180 1.627
178 O 17.56054 16.60541 -4.70325  S177 1.444
179 O 16.36102 18.16230 -3.24811  S177 1.425
180 F 18.02363 18.87385 -4.73261  S177 1.627